# C4H15N3O

A cluster of 2 separate species, C4H15N3O in total in a non-equilibrium geometry (ωB97M-V/def2-TZVPD, OMol25).

Element x y z (Å)
C (-0.21537, -1.83000, 0.02417)
C (-0.31310, -0.77590, 1.12887)
C (0.14864, 0.64597, 0.88135)
N (-1.53758, 3.02942, 1.46706)
C (-1.46136, 2.45484, 0.29855)
N (-0.74605, 1.39661, -0.00613)
N (1.23592, -2.21568, -0.33009)
H (-0.69742, -2.71363, 0.40920)
H (-0.55133, -1.48233, -0.94383)
H (-1.36835, -0.81227, 1.42150)
H (0.11888, -1.24063, 2.02350)
H (1.14512, 0.73154, 0.44750)
H (0.26541, 1.11765, 1.85687)
H (-2.10732, 3.86482, 1.57731)
H (-1.04093, 2.66103, 2.26258)
H (-2.06010, 2.87216, -0.50096)
H (-0.88837, 1.01314, -0.92730)
H (1.90977, -2.14763, 0.43766)
H (1.59246, -1.74016, -1.16833)
H (1.20812, -3.20697, -0.58974)
H (2.35311, -0.23103, -2.85873)
H (1.49095, -0.66749, -3.94154)
O (1.51891, -0.72345, -2.96945)

Atoms 1-6, force components in eV/Å:
C 1.32 1.10 -0.05
C -0.52 -1.20 0.18
C 0.37 0.09 0.14
N 0.01 0.05 -0.19
C -0.26 -0.04 -0.14
N -0.10 -0.15 0.48

net charge	+2
gap between HOMO and LUMO	12.21	eV
E_HOMO	-18.570	eV
electronic energy	-400.34126	Ha
energy above the lowest of the compared OMol25 structures with the same formula, charge and spin	32.0	kJ/mol

Löwdin population analysis, charges in e, atoms 1 to 5: C -0.10; C -0.16; C -0.14; N 0.22; C -0.11